1.
A cluster of 6 separate species, C36H81Cl2N2O10Si in total. Source: the Open Molecules 2025 dataset; level of theory: the ωB97M-V functional and the def2-TZVPD basis.

Summary:
HOMO level = -11.56 eV
E = -3491.4351 a.u.
LUMO = -3.240 eV

```
! wB97M-V def2-TZVPD RIJCOSX def2/J DEFGRID3
* xyz 1 1
C 0.035 -3.342 -5.831
C -1.212 -2.442 -5.227
C -0.718 -0.909 -4.779
O -0.845 -0.841 -3.325
C 0.007 0.142 -2.684
C 1.454 -0.631 -2.357
C 2.573 -0.408 -3.572
N 3.865 -0.920 -3.418
O 0.359 1.337 -3.441
C -0.738 2.274 -3.645
C -1.424 2.866 -2.239
C -0.296 3.834 -1.569
C -0.578 4.349 -0.042
O -1.046 5.622 0.090
Cl -0.280 3.427 1.532
C -2.697 3.754 -2.729
Cl -3.744 4.466 -1.336
C -2.329 5.047 -3.701
C -2.689 6.511 -3.027
N -1.774 1.620 -1.397
C -3.030 0.984 -1.870
C -3.457 -0.507 -1.456
O -4.550 -0.933 -2.394
Si -6.137 -0.626 -1.721
C -6.654 1.261 -1.902
C -7.395 -1.578 -2.894
C -6.445 -1.334 0.042
C -0.551 0.698 -1.205
O -0.692 -0.329 -0.191
C 0.304 -0.407 0.838
C -0.423 0.073 2.268
H -0.390 -3.885 -6.804
H 0.340 -4.214 -5.093
H 0.998 -2.714 -6.052
H -1.593 -3.018 -4.263
H -2.135 -2.416 -5.966
H 0.361 -0.794 -5.210
H -1.411 -0.173 -5.382
H 1.302 -1.788 -2.273
H 1.959 -0.143 -1.400
H 2.351 0.113 -4.595
H 3.927 -1.402 -2.482
H -1.542 1.736 -4.339
H -0.301 3.153 -4.327
H 0.780 3.311 -1.538
H -0.064 4.828 -2.189
H -3.488 3.170 -3.409
H -2.948 5.017 -4.723
H -1.205 5.103 -4.020
H -2.160 6.718 -2.004
H -3.859 6.747 -3.014
H -2.241 7.318 -3.785
H -1.967 1.979 -0.413
H -3.160 1.044 -3.057
H -3.930 1.657 -1.456
H -2.657 -1.355 -1.533
H -3.817 -0.494 -0.326
H -6.632 1.826 -0.877
H -7.647 1.397 -2.516
H -5.794 1.737 -2.579
H -7.057 -1.380 -4.021
H -7.270 -2.753 -2.723
H -8.506 -1.238 -2.733
H -7.627 -1.407 0.179
H -5.890 -2.340 0.266
H -6.092 -0.502 0.822
H 0.400 1.316 -0.822
H 0.531 -1.566 1.024
H 1.343 0.086 0.672
H -1.415 0.627 1.946
H 0.293 0.780 2.910
H -0.744 -0.867 2.887
C 3.138 -4.228 3.251
C 2.757 -3.436 2.011
C 3.844 -3.508 0.951
O 2.536 -2.074 2.369
H 4.052 -3.829 3.705
H 2.352 -4.157 4.010
H 3.299 -5.284 3.011
H 1.817 -3.823 1.601
H 4.783 -3.084 1.323
H 3.562 -2.923 0.069
H 4.027 -4.542 0.642
H 3.365 -1.722 2.734
C -1.796 -5.049 -0.952
C -0.694 -5.131 0.092
C -1.266 -5.147 1.501
O 0.176 -4.011 -0.051
H -2.380 -4.130 -0.835
H -1.369 -5.026 -1.960
H -2.474 -5.905 -0.878
H -0.097 -6.034 -0.073
H -1.831 -4.231 1.705
H -0.461 -5.193 2.243
H -1.928 -6.006 1.649
H -0.346 -3.205 0.094
C 0.806 -2.142 7.352
C 0.656 -2.078 5.840
C 1.668 -1.125 5.223
O -0.661 -1.644 5.514
H 0.635 -1.159 7.805
H 0.064 -2.822 7.784
H 1.805 -2.488 7.635
H 0.786 -3.079 5.415
H 1.527 -0.106 5.600
H 1.540 -1.080 4.136
H 2.693 -1.441 5.443
H -0.786 -0.755 5.888
C 2.906 6.192 -1.948
C 2.756 6.256 -3.460
C 3.768 7.208 -4.077
O 1.439 6.690 -3.786
H 2.735 7.175 -1.495
H 2.164 5.512 -1.516
H 3.905 5.845 -1.665
H 2.886 5.254 -3.885
H 3.627 8.227 -3.700
H 3.640 7.253 -5.164
H 4.793 6.892 -3.857
H 1.314 7.578 -3.412
C 5.606 -1.878 9.092
C 5.456 -1.814 7.580
C 6.468 -0.862 6.963
O 4.139 -1.380 7.254
H 5.435 -0.895 9.545
H 4.864 -2.558 9.524
H 6.605 -2.225 9.375
H 5.586 -2.816 7.155
H 6.327 0.157 7.340
H 6.340 -0.817 5.876
H 7.493 -1.178 7.183
H 4.014 -0.492 7.628
*
```



2.
A cluster of 9 separate species, C36H82N8O12Si in total. Source: the Open Molecules 2025 dataset; level of theory: the ωB97M-V functional and the def2-TZVPD basis.

Summary:
HOMO level = -8.87 eV
E = -3051.3260 a.u.
LUMO = 0.563 eV
SMILES = CC[C@H](C)[Si@@H](CCCCCOC(C)=O)COO.CNC(C)=O.CNC(C)=O.CNC(C)=O.CNC(C)=O.CNC(C)=O.CNC(C)=O.CNC(C)=O.CNC(C)=O

```
! wB97M-V def2-TZVPD RIJCOSX def2/J DEFGRID3
* xyz 0 1
C 6.285 -3.134 1.214
C 5.563 -2.013 0.453
C 4.284 -2.483 -0.255
C 4.544 -3.661 -1.232
Si 3.549 -1.097 -1.296
C 2.031 -1.673 -2.243
C 1.013 -2.459 -1.391
C -0.437 -2.177 -1.836
C -1.416 -3.268 -1.423
C -1.553 -3.461 0.098
O -1.253 -2.286 0.872
C -2.359 -1.560 1.228
C -2.766 -0.465 0.286
O -2.951 -1.796 2.254
C 3.190 0.468 -0.274
O 2.194 1.301 -0.920
O 1.168 1.626 0.027
H 5.555 -3.792 1.691
H 6.913 -2.723 2.007
H 6.925 -3.715 0.554
H 6.253 -1.540 -0.253
H 5.279 -1.247 1.184
H 3.569 -2.829 0.499
H 4.793 -3.273 -2.227
H 5.368 -4.287 -0.888
H 3.654 -4.285 -1.336
H 4.586 -0.753 -2.267
H 1.524 -0.763 -2.591
H 2.308 -2.236 -3.137
H 1.114 -2.220 -0.329
H 1.187 -3.534 -1.512
H -0.418 -2.117 -2.929
H -0.725 -1.203 -1.443
H -1.157 -4.214 -1.903
H -2.407 -3.002 -1.811
H -0.907 -4.274 0.427
H -2.577 -3.763 0.335
H -3.323 -0.882 -0.555
H -3.397 0.243 0.821
H -1.894 0.075 -0.084
H 4.104 1.071 -0.234
H 2.901 0.263 0.759
H 0.743 0.771 0.204
C -5.952 -1.889 2.399
C -7.019 -1.024 1.775
O -7.081 -0.843 0.567
N -7.922 -0.437 2.603
C -8.004 -0.530 4.047
H -5.322 -2.274 1.609
H -5.336 -1.313 3.086
H -6.399 -2.728 2.934
H -8.606 0.128 2.123
H -8.966 -0.950 4.346
H -7.909 0.460 4.496
H -7.213 -1.163 4.432
C 4.881 4.981 1.890
C 5.187 3.810 0.983
O 5.659 2.769 1.410
N 4.903 3.954 -0.338
C 4.326 5.098 -1.015
H 5.158 4.706 2.902
H 5.451 5.862 1.594
H 3.817 5.225 1.867
H 5.125 3.140 -0.889
H 3.387 4.818 -1.495
H 5.008 5.468 -1.783
H 4.130 5.899 -0.310
C 0.857 3.985 1.970
C 0.694 4.719 3.277
O 0.351 5.886 3.356
N 0.965 3.979 4.388
C 1.370 2.584 4.407
H 0.618 4.647 1.143
H 1.881 3.629 1.851
H 0.187 3.128 1.936
H 0.862 4.476 5.258
H 0.652 1.980 4.967
H 2.350 2.478 4.878
H 1.433 2.202 3.396
C 1.297 -2.624 4.412
C 2.125 -1.360 4.411
O 2.383 -0.757 3.384
N 2.582 -0.909 5.611
C 2.380 -1.487 6.925
H 1.014 -2.844 3.387
H 1.869 -3.463 4.809
H 0.393 -2.496 5.008
H 3.132 -0.068 5.540
H 1.871 -0.775 7.579
H 3.338 -1.744 7.379
H 1.776 -2.385 6.857
C -7.688 1.640 -1.233
C -8.806 2.628 -1.448
O -9.626 2.876 -0.570
N -8.883 3.252 -2.650
C -8.013 3.087 -3.797
H -7.767 1.230 -0.236
H -7.755 0.816 -1.944
H -6.718 2.127 -1.340
H -9.645 3.912 -2.730
H -7.541 4.037 -4.051
H -8.586 2.747 -4.661
H -7.238 2.359 -3.584
C 3.647 -0.377 -6.048
C 5.090 -0.518 -5.618
O 5.405 -0.571 -4.442
N 6.032 -0.584 -6.598
C 5.841 -0.538 -8.034
H 3.030 -0.339 -5.155
H 3.499 0.540 -6.620
H 3.338 -1.228 -6.656
H 6.971 -0.677 -6.245
H 6.218 -1.451 -8.498
H 6.378 0.311 -8.462
H 4.788 -0.437 -8.275
C -12.494 7.364 -0.914
C -11.807 6.132 -1.459
O -11.345 6.101 -2.594
N -11.711 5.055 -0.651
C -12.179 4.890 0.708
H -12.482 8.129 -1.685
H -13.528 7.146 -0.648
H -11.972 7.741 -0.034
H -11.223 4.274 -1.069
H -11.337 4.665 1.365
H -12.885 4.061 0.766
H -12.670 5.792 1.059
C 8.989 -7.463 0.287
C 7.936 -6.517 -0.244
O 6.949 -6.217 0.404
N 8.130 -5.999 -1.487
C 9.234 -6.233 -2.397
H 8.687 -7.781 1.280
H 9.081 -8.342 -0.352
H 9.958 -6.968 0.354
H 7.394 -5.376 -1.783
H 9.743 -5.295 -2.625
H 8.871 -6.663 -3.332
H 9.951 -6.918 -1.957
*
```